(1)
This record from the OMol25 dataset describes 2 unconnected molecules or ions with the total composition C17H35N2O7 in a non-equilibrium geometry. The level of theory is ωB97M-V/def2-TZVPD.

CARTESIAN COORDINATES (ANGSTROEM)
C (3.0879, -0.5011, 2.0281)
C (1.8907, -1.2125, 1.3899)
O (0.8689, -0.2550, 1.0543)
C (1.3322, -2.2466, 2.3784)
O (0.9180, -3.4710, 1.7791)
C (1.9286, -4.4152, 1.6180)
O (3.2472, -4.0768, 1.9306)
C (3.9907, -5.1369, 1.4289)
O (4.9490, -5.5204, 1.8707)
O (3.3824, -5.5718, 0.3155)
C (2.0109, -5.1276, 0.2491)
C (1.9699, -4.0983, -0.8863)
C (1.8909, -4.7100, -2.3081)
C (3.2381, -4.8824, -3.0029)
N (4.4338, -4.5321, -2.3897)
O (3.2507, -5.3537, -4.0807)
H (3.8755, -1.2229, 2.2349)
H (3.4663, 0.2233, 1.3069)
H (2.7506, -0.0153, 2.9433)
H (2.2109, -1.6736, 0.4566)
H (0.7847, -0.2651, 0.0971)
H (1.9841, -2.3752, 3.2419)
H (0.4185, -1.7891, 2.7635)
H (1.6206, -5.2332, 2.2983)
H (1.3617, -5.9870, 0.1470)
H (1.1137, -3.4308, -0.7677)
H (2.8398, -3.4593, -0.7484)
H (1.3272, -4.0160, -2.9318)
H (1.3233, -5.6352, -2.3199)
H (5.1635, -4.5795, -3.0945)
H (4.4474, -3.5836, -2.0276)
C (-4.6549, 2.9051, -1.3650)
C (-3.6173, 3.9643, -1.0528)
N (-3.1905, 4.0283, 0.4010)
C (-4.4109, 4.3224, 1.2345)
C (-2.2780, 5.2224, 0.6165)
C (-0.9296, 5.2013, -0.0855)
C (-2.6199, 2.7244, 0.9451)
C (-1.4737, 2.0602, 0.2025)
O (-1.8523, 1.6981, -1.1117)
C (-0.7554, 1.5928, -2.0143)
H (-5.6121, 3.1112, -0.8871)
H (-4.8319, 2.8988, -2.4400)
H (-4.3355, 1.9039, -1.0853)
H (-4.0245, 4.9501, -1.2876)
H (-2.7294, 3.8288, -1.6579)
H (-4.8892, 5.2159, 0.8410)
H (-4.0922, 4.4834, 2.2616)
H (-5.0871, 3.4752, 1.1926)
H (-2.1292, 5.3128, 1.6918)
H (-2.8460, 6.0881, 0.2767)
H (-0.1903, 4.6490, 0.4896)
H (-0.5534, 6.2228, -0.1463)
H (-0.9658, 4.8092, -1.0998)
H (-3.4587, 2.0315, 0.9827)
H (-2.3106, 2.9427, 1.9676)
H (-1.2227, 1.1419, 0.7462)
H (-0.5761, 2.6752, 0.2028)
H (0.1930, 1.4353, -1.4967)
H (-0.6912, 2.5051, -2.6150)
H (-0.9419, 0.7534, -2.6820)

Calculated values
**Multiplicity**: 1
**Charge**: +1
**Kohn-Sham gap**: 8.86 eV
**DFT total energy**: -1304.6640 hartree

Results of the natural (NBO) charge analysis, in e, for atoms 1 through 8:
1 C -0.627
2 C 0.067
3 O -0.746
4 C -0.099
5 O -0.514
6 C 0.361
7 O -0.538
8 C 0.980



(2)
This record from the OMol25 dataset describes a molecular structure, C16H40O20SV4 in a non-equilibrium geometry. The level of theory is ωB97M-V/def2-TZVPD.

CARTESIAN COORDINATES (ANGSTROEM)
O (1.5946, 3.0061, -2.3655)
V (0.1482, 2.5995, -2.8255)
O (0.1002, 1.5021, -3.9639)
O (-3.3371, -2.0370, -0.7474)
V (-2.5327, -0.6887, -1.1300)
O (-3.0967, 0.0621, -2.4303)
O (0.0506, 2.9649, 3.0214)
V (-0.1632, 1.4021, 2.8100)
O (0.9529, 0.6949, 3.7201)
O (2.3878, -3.0337, -1.1202)
V (3.1780, -1.6765, -1.2740)
O (3.4470, -1.3161, -2.8023)
S (0.3284, 0.2349, -0.3692)
O (-0.7298, -0.7475, -0.1954)
O (1.5668, -0.4321, -0.8212)
O (-0.1930, 1.1471, -1.3807)
O (0.5581, 0.9149, 0.9040)
C (-2.7804, 3.1610, -4.1473)
O (-2.0179, 2.9636, -3.0059)
C (-2.7458, 3.5526, -1.8643)
C (-1.7606, 3.5879, -0.6681)
O (-0.4875, 4.1757, -1.1933)
C (0.3750, 4.4181, -0.1037)
H (-3.0575, 4.2106, -4.2451)
H (-3.6616, 2.5217, -4.0931)
H (-2.1916, 2.8255, -5.0011)
H (-3.5817, 2.9157, -1.5750)
H (-3.1334, 4.5544, -2.0494)
H (-1.6470, 2.6242, -0.1717)
H (-2.3001, 4.3250, -0.0734)
H (0.0582, 5.0632, 0.7159)
H (1.2513, 5.0226, -0.3374)
H (0.7338, 3.4526, 0.2529)
C (-1.4564, -1.9120, 2.5621)
O (-0.9764, -0.9445, 3.4906)
C (-1.8565, -0.7348, 4.5769)
C (-1.2093, 0.0717, 5.6803)
O (-1.0338, 1.4628, 5.2640)
C (-2.1478, 2.2992, 5.5844)
H (-1.8662, -2.7784, 3.0813)
H (-0.7017, -2.2794, 1.8668)
H (-2.2572, -1.5126, 1.9396)
H (-2.0135, -1.7525, 4.9342)
H (-2.8123, -0.2695, 4.3361)
H (-0.2433, -0.4275, 5.7562)
H (-1.7856, -0.0273, 6.6002)
H (-2.3379, 2.2724, 6.6573)
H (-2.9998, 1.9212, 5.0193)
H (-2.0190, 3.3542, 5.3423)
C (-0.7001, -4.4680, -0.8984)
O (-1.7409, -4.9781, -1.6533)
C (-1.5194, -4.7163, -3.0487)
C (-2.0058, -3.3395, -3.4963)
O (-1.3938, -2.1797, -2.9547)
C (-0.1035, -1.9506, -3.5084)
H (-1.0485, -4.4931, 0.1341)
H (-0.5435, -3.3979, -1.0340)
H (0.2395, -5.0082, -1.0143)
H (-2.1219, -5.5062, -3.4971)
H (-0.4717, -4.7931, -3.3394)
H (-3.0242, -3.1823, -3.1410)
H (-1.9830, -3.2444, -4.5819)
H (0.3003, -1.0513, -3.0433)
H (-0.2417, -1.6480, -4.5464)
H (0.6245, -2.7558, -3.4098)
C (2.3180, -2.1959, 1.8689)
O (3.4209, -1.6431, 1.1133)
C (3.7673, -0.3224, 1.4963)
C (4.7976, 0.3943, 0.5324)
O (4.6237, -0.0075, -0.8376)
C (5.6291, 0.6470, -1.6200)
H (2.0710, -3.1886, 1.4928)
H (1.3842, -1.6342, 1.8435)
H (2.6791, -2.3183, 2.8901)
H (4.1653, -0.2754, 2.5099)
H (2.8822, 0.3130, 1.5292)
H (5.7580, 0.1043, 0.9586)
H (4.7862, 1.4820, 0.6024)
H (6.6478, 0.3208, -1.4100)
H (5.6358, 1.7125, -1.3904)
H (5.5705, 0.6099, -2.7078)

Calculated values
**Multiplicity**: 2
**Charge**: +3
**Kohn-Sham gap (alpha / beta)**: 6.71 / 4.40 eV
**DFT total energy**: -6311.4798 hartree

Results of the Mulliken charge analysis, in e, for atoms 1 through 8:
1 O -0.611
2 V 0.959
3 O -0.621
4 O -0.619
5 V 1.215
6 O -0.428
7 O -0.509
8 V 0.994



(3)
This record from the OMol25 dataset describes a molecular structure, C4H4O2Sm in a non-equilibrium geometry. The level of theory is ωB97M-V/def2-TZVPD.

CARTESIAN COORDINATES (ANGSTROEM)
C (1.3564, 0.6921, 0.5194)
O (1.3813, -0.0644, -0.3798)
H (1.3814, -0.0540, -1.3705)
C (-0.2389, 0.9543, 2.1460)
C (-1.1506, -0.0619, 2.2318)
C (-2.2980, -0.5778, 1.7337)
O (-3.4336, -0.7146, 2.1725)
Sm (-5.4262, -0.0928, 3.5851)
H (0.4300, 1.0898, 3.0088)
H (-0.5830, 1.9354, 1.7886)
H (-1.3290, -1.4800, 1.6883)

Calculated values
**Multiplicity**: 7
**Charge**: +4
**Kohn-Sham gap (alpha / beta)**: 4.88 / 7.30 eV
**DFT total energy**: -961.0766 hartree

Results of the natural (NBO) charge analysis, in e, for atoms 1 through 8:
1 C 0.987
2 O -0.555
3 H 0.690
4 C -0.198
5 C 0.022
6 C 0.531
7 O -0.514
8 Sm 1.991



(4)
This record from the OMol25 dataset describes 2 unconnected molecules or ions with the total composition C14H16 in a non-equilibrium geometry. The level of theory is ωB97M-V/def2-TZVPD.

CARTESIAN COORDINATES (ANGSTROEM)
C (-2.3399, 2.6494, -1.9225)
C (-2.4179, 1.3224, -1.2164)
C (-1.4139, 0.8644, -0.4076)
C (-1.5924, -0.4309, 0.1692)
C (-2.7905, -1.0530, 0.1406)
C (-3.7679, -0.6310, -0.8172)
C (-3.5465, 0.5053, -1.5323)
H (-2.3578, 2.5701, -3.0173)
H (-1.4642, 3.2502, -1.7244)
H (-3.2452, 3.2053, -1.6557)
H (-0.4921, 1.4119, -0.2810)
H (-0.7675, -0.6967, 0.8258)
H (-3.1006, -1.8678, 0.7834)
H (-4.5992, -1.3131, -0.9374)
H (-4.2197, 0.7414, -2.3452)
C (2.9763, -1.6929, -0.9523)
C (2.7386, -0.9813, 0.3496)
C (3.1659, 0.3141, 0.5529)
C (2.9378, 0.9221, 1.7976)
C (2.1549, 0.2397, 2.7171)
C (1.5977, -1.0175, 2.4640)
C (1.9955, -1.6782, 1.3062)
H (2.9250, -1.0768, -1.8596)
H (2.1638, -2.4056, -1.1288)
H (3.9081, -2.2419, -1.1035)
H (3.5184, 0.8152, -0.3381)
H (3.1747, 1.9679, 1.9282)
H (2.1637, 0.5555, 3.7584)
H (0.9490, -1.5158, 3.1632)
H (1.7462, -2.7323, 1.2831)

Calculated values
**Multiplicity**: 1
**SMILES**: Cc1ccccc1.Cc1ccccc1
**Kohn-Sham gap**: 9.76 eV
**DFT total energy**: -543.0334 hartree

Results of the natural (NBO) charge analysis, in e, for atoms 1 through 8:
1 C -0.634
2 C 0.000
3 C -0.225
4 C -0.202
5 C -0.234
6 C -0.188
7 C -0.233
8 H 0.216